Molecular formula: C34H31NO8
Method: DFT, ωB97M-V/def2-TZVPD

The geometry in XYZ format:
```
74
C34H31NO8 | the OMol25 dataset | ωB97M-V/def2-TZVPD
C 2.60916 2.36235 -2.91935
C 1.20794 2.94211 -2.75690
C 1.14338 4.07583 -1.73082
C 1.35928 3.61610 -0.28747
C 0.26737 2.76604 0.30570
C -0.94729 2.60334 -0.27774
C -1.95830 1.73352 0.23954
C -3.15781 1.43698 -0.39672
C -3.57446 2.01950 -1.66026
C -4.82755 2.12834 -2.21188
C -4.66130 2.73954 -3.47471
C -3.32833 2.95942 -3.61595
O -2.65877 2.53009 -2.52814
C -4.07654 0.49852 0.21163
O -5.24755 0.34572 -0.06287
C -3.40932 -0.44712 1.26089
C -4.40870 -1.38644 1.91149
O -2.44572 -1.18472 0.47739
C -1.37737 -1.65201 1.12381
O -1.16871 -1.44687 2.30074
C -0.45810 -2.40373 0.25056
C 0.63935 -3.03469 0.82982
C 1.54682 -3.73078 0.05825
C 1.37292 -3.79683 -1.32400
O 2.20927 -4.42472 -2.18045
C 3.38362 -5.01949 -1.67296
C 0.26504 -3.16737 -1.90576
C -0.64034 -2.48147 -1.13107
C -2.69182 0.44025 2.26020
O -3.01110 0.59399 3.41135
C -1.65735 1.23303 1.55424
C -0.45761 1.46385 2.13081
N 0.53826 2.15784 1.51506
C 1.87246 2.01963 2.04893
C 2.62763 0.85611 1.43166
C 2.20947 0.25355 0.25675
C 2.90226 -0.81365 -0.31227
C 4.01370 -1.26240 0.35264
C 4.44334 -0.66172 1.53804
C 3.77275 0.39789 2.09305
O 5.56599 -1.29704 1.98988
C 5.83242 -2.32420 1.06069
O 4.85514 -2.29901 0.04037
H 3.32057 3.14683 -3.16993
H 2.61758 1.62731 -3.72040
H 2.94559 1.86708 -2.01128
H 0.51663 2.14632 -2.47773
H 0.88102 3.33744 -3.72078
H 1.92658 4.80045 -1.96720
H 0.18951 4.59749 -1.81610
H 2.30072 3.06549 -0.25295
H 1.47256 4.50437 0.34451
H -1.15623 3.11505 -1.19758
H -5.74499 1.81258 -1.76421
H -5.43172 2.98066 -4.17837
H -2.74489 3.39480 -4.40321
H -4.94892 -1.93712 1.14613
H -5.11166 -0.79943 2.49558
H -3.88567 -2.07537 2.57074
H 0.76574 -2.96905 1.89982
H 2.38663 -4.21141 0.53339
H 3.90423 -5.42285 -2.53985
H 3.15130 -5.83459 -0.98085
H 4.01968 -4.28067 -1.17610
H 0.14648 -3.23520 -2.97574
H -1.49026 -1.99497 -1.58288
H -0.24293 1.05262 3.10484
H 1.78784 1.84761 3.12559
H 2.43508 2.94774 1.91310
H 1.31890 0.59457 -0.24639
H 2.56960 -1.26617 -1.23011
H 4.11370 0.85166 3.00866
H 5.80627 -3.29988 1.57190
H 6.83031 -2.17353 0.61924
```

Properties
SMILES ... CCCCC1=CC2=C(c3ccco3)C(=O)[C@@](C)(OC(=O)c3ccc(OC)cc3)C(=O)C2=CN1Cc1ccc2c(c1)OCO2
Energy relative to the best compared isomer or geometry (same formula, charge and spin) ... 0.0 kJ/mol
Calculated total energy ... -53630.3243 eV

Atomic partial charges in e from the Mulliken method, atoms 1 to 4:
1. C -1.25
2. C 0.11
3. C -1.50
4. C -1.10


Molecular formula: C48H72BrCl5FN2O13S2
Method: DFT, ωB97M-V/def2-TZVPD

The geometry in XYZ format:
```
144
C48H72BrCl5FN2O13S2 | the OMol25 dataset | ωB97M-V/def2-TZVPD
C -2.53102 -3.28918 -5.74382
C -1.87539 -4.57381 -5.14570
C -2.87793 -5.63189 -4.63971
N -3.36292 -5.47914 -3.26015
C -3.24833 -4.19824 -2.66757
C -2.05661 -3.88439 -2.01792
C -0.89822 -4.91112 -1.98330
O -1.05837 -5.95037 -1.31632
O 0.13172 -4.67713 -2.65490
C -1.83852 -2.65481 -1.38778
C -2.89599 -1.72607 -1.37161
C -4.10335 -2.03578 -2.01647
C -5.20814 -0.96166 -1.92053
C -5.03159 0.07023 -3.07272
O -5.95160 0.71392 -3.47258
Br -3.29992 0.36486 -3.95436
C -4.31545 -3.24955 -2.67270
C -5.70653 -3.44618 -3.29049
C -5.77973 -4.32088 -4.56243
C -6.71417 -4.09186 -2.23454
C -6.03730 -4.38688 -0.84495
C -2.63276 -0.48074 -0.65038
O -3.39416 0.09313 0.13337
C -1.27080 0.12158 -0.86081
C -1.13693 1.46591 -0.98478
C -2.42653 2.29791 -0.91692
C -2.81945 2.59364 0.51823
O -1.99270 2.89221 1.36241
C 0.14909 2.05428 -1.14074
S 0.18729 3.80667 -1.28355
O 1.49326 4.37013 -1.29501
O -0.62342 4.46939 -0.29033
F -0.50918 4.14971 -2.68993
C 1.31048 1.20518 -1.19137
C 2.70030 1.81855 -1.40840
C 3.35351 2.47512 -0.12532
C 4.84633 2.01759 0.09413
C 2.53223 2.31033 1.17971
C 1.21187 -0.19525 -1.08712
C 2.41922 -1.11042 -1.19025
C 3.18165 -1.36389 0.17607
C -0.15808 -0.80295 -0.88469
C -0.54174 -2.28891 -0.72697
O 0.11609 -3.15598 -0.06499
H -3.28439 -3.56992 -6.49640
H -1.72556 -2.73561 -6.26153
H -2.91336 -2.60918 -4.97012
H -1.36358 -5.03756 -6.01215
H -1.06651 -4.33339 -4.43632
H -3.68214 -5.71195 -5.40178
H -2.35388 -6.60717 -4.69243
H -4.25625 -5.91235 -3.08468
H -6.20585 -1.40655 -2.02908
H -5.20017 -0.45324 -0.94922
H -6.17030 -2.48776 -3.56401
H -5.09540 -4.02606 -5.36498
H -6.80249 -4.19304 -4.97219
H -5.69557 -5.39941 -4.36513
H -7.52235 -3.36241 -2.02647
H -7.22578 -4.97485 -2.64901
H -5.28392 -5.18427 -0.86132
H -5.69122 -3.44135 -0.41059
H -6.84313 -4.75019 -0.17648
H -3.24995 1.69953 -1.32952
H -2.35878 3.24593 -1.46426
H -3.87851 2.52479 0.85889
H 2.58941 2.61602 -2.15949
H 3.42892 1.11933 -1.82914
H 3.42607 3.55744 -0.30942
H 5.22358 1.40817 -0.74051
H 4.89376 1.45198 1.03160
H 5.49594 2.89804 0.15603
H 1.60572 2.90582 1.11172
H 3.13618 2.73172 2.00385
H 2.35274 1.23448 1.34540
H 3.18373 -0.75000 -1.90150
H 2.12359 -2.07944 -1.56915
H 4.18750 -0.90225 0.21157
H 3.22317 -2.54344 0.41429
H 2.62578 -0.92018 1.03626
O -2.36464 5.41450 2.62377
H -2.07720 4.64175 2.06400
H -1.68945 5.62987 3.30188
H -3.23870 5.25833 3.02353
C 6.54452 4.17724 3.98440
C 5.87305 3.39970 2.86490
O 6.84392 2.69249 2.12464
H 7.27553 4.87380 3.56779
H 5.81865 4.74033 4.57374
H 7.07967 3.49249 4.64803
H 5.35215 4.07768 2.17935
H 5.14117 2.68321 3.26754
H 7.28418 2.08823 2.73716
C 6.50587 -1.44751 2.20562
Cl 6.55878 -3.18596 2.56336
Cl 7.81387 -0.62678 3.01684
Cl 6.60323 -1.20845 0.45000
Cl 4.93058 -0.81890 2.69538
C 10.18239 5.01013 1.44295
S 9.87334 6.33341 2.62024
O 8.40143 6.44842 2.77054
C 10.41006 7.67502 1.54318
H 9.87547 4.07009 1.89933
H 9.60248 5.18045 0.53553
H 11.24758 4.97259 1.21073
H 9.81726 7.67346 0.62777
H 11.46786 7.55126 1.30861
H 10.26318 8.61600 2.07065
N 0.78573 -0.18081 2.63548
H 0.47697 -0.84097 1.90974
H 0.37167 0.73589 2.46157
H 0.49807 -0.52467 3.55263
H 1.81725 -0.07921 2.60041
C 2.59682 7.65957 4.55964
C 1.48685 8.49001 4.47460
C 0.59106 8.34413 3.42313
C 0.80589 7.36026 2.46341
C 1.91326 6.52873 2.55205
C 2.80981 6.68063 3.59657
H 3.29821 7.77431 5.37663
H 1.32040 9.25138 5.22690
H -0.27277 8.99538 3.35063
H 0.10673 7.24088 1.64120
H 2.07677 5.76212 1.80299
H 3.67337 6.03816 3.66137
C -9.48924 -9.08247 -0.47468
C -9.85719 -7.92372 0.43296
C -8.78129 -6.90693 0.09100
O -8.42227 -7.11947 -1.28306
C -8.99683 -8.36051 -1.71656
H -10.31625 -9.76265 -0.67740
H -8.67418 -9.65905 -0.02989
H -10.84122 -7.53351 0.15863
H -9.87724 -8.18309 1.49112
H -7.88354 -7.05901 0.69915
H -9.12141 -5.87874 0.22484
H -9.82581 -8.12884 -2.39478
H -8.24846 -8.93408 -2.26487
Cl 2.01368 -3.65834 -0.33090
C 6.34962 1.02845 5.63549
O 7.37940 1.23346 4.80444
H 6.40363 0.12017 6.28748
H 6.14187 1.83265 6.39016
H 5.33118 0.90204 5.16188
```

Properties
Calculated total energy ... -237571.7254 eV
Charge ... -1

Atomic partial charges in e from the Mulliken method, atoms 1 to 4:
1. C -0.80
2. C -0.05
3. C -1.01
4. N 0.08


Molecular formula: C6H6N2O2
Method: DFT, ωB97M-V/def2-TZVPD

The geometry in XYZ format:
```
16
C6H6N2O2 | the OMol25 dataset | ωB97M-V/def2-TZVPD
O -0.38979 1.78317 2.70875
C -0.32350 0.95699 1.81351
C 0.89474 0.14135 1.53622
C 0.86318 -0.72650 0.54470
N -0.22795 -0.84161 -0.28921
C -1.42515 -0.20588 -0.06352
O -2.39082 -0.39172 -0.78771
N -1.39405 0.65346 1.00014
H 1.80390 0.36073 2.11750
H 1.75210 -1.38511 0.31494
H -0.28084 -1.52379 -0.99715
H -2.22890 1.22598 1.12651
C 2.77014 -0.76102 -3.69802
C 1.86110 -0.58700 -2.87663
H 3.55992 -0.85507 -4.33841
H 1.14965 -0.54493 -2.10571
```

Properties
SMILES ... O=c1cc[nH]c(=O)[nH]1.C#C
Energy relative to the best compared isomer or geometry (same formula, charge and spin) ... 161.7 kJ/mol
Calculated total energy ... -13392.9510 eV

Atomic partial charges in e from the Mulliken method, atoms 1 to 4:
1. O -0.61
2. C 0.50
3. C -0.47
4. C -0.09


Molecular formula: C3H9N2O
Method: DFT, ωB97M-V/def2-TZVPD

The geometry in XYZ format:
```
15
C3H9N2O | the OMol25 dataset | ωB97M-V/def2-TZVPD
C 1.86056 -0.77869 -0.00614
C -1.78160 -0.78177 -0.04812
C -0.83172 0.34885 0.04649
N -0.48218 0.99100 -1.04441
N -0.39976 0.73162 1.22469
O 2.60481 0.25592 -0.03117
H 2.40990 -1.73255 -0.15938
H -2.41099 -0.84370 0.83662
H -1.21566 -1.71201 -0.12106
H -2.40886 -0.70027 -0.93001
H 0.21987 1.71723 -1.02687
H -0.81592 0.69092 -1.94616
H 3.57410 0.16908 -0.16373
H -0.63932 0.20671 2.05141
H 0.31678 1.43766 1.31782
```

Properties
Energy relative to the best compared isomer or geometry (same formula, charge and spin) ... 293.8 kJ/mol
Calculated total energy ... -8276.0285 eV
Charge ... +1

Atomic partial charges in e from the Mulliken method, atoms 1 to 4:
1. C -0.13
2. C -1.27
3. C 0.88
4. N -0.33


- The lowest calculated total energy belongs to which entry?
  C48H72BrCl5FN2O13S2